This record from the OMol25 dataset describes C40H102As2F21N7O13 as an isolated structure in a non-equilibrium geometry. The level of theory is ωB97M-V/def2-TZVPD.

```
185
Properties=species:S:1:pos:R:3:forces:R:3
C 4.005317 -2.831979 -2.396746 -1.1683 -0.0565 -0.3406
C 4.355331 -1.772463 -1.328976 0.8650 -1.0110 0.4180
C 4.162240 -2.362752 0.101218 0.9064 -0.1842 -0.3721
O 4.437947 -1.450776 1.156982 -0.4175 -0.3917 -0.7128
C 3.393703 -0.496478 1.268102 -0.7608 0.8498 -0.8383
N 5.776897 -1.241001 -1.547280 -0.9165 -0.3306 0.4230
H 6.505959 -1.947055 -1.539679 -0.0072 -0.2062 0.1137
H 5.847584 -0.769041 -2.454833 0.1041 0.3958 -1.1086
H 5.966970 -0.520266 -0.853743 0.1524 0.0752 0.2454
H 2.922990 -2.991875 -2.371988 -0.2302 0.5391 -0.0292
H 4.298055 -3.881040 -2.306574 0.9885 0.2449 0.8713
H 4.241428 -2.595284 -3.434085 0.1660 0.6219 0.1829
H 3.746197 -0.872367 -1.340467 -0.0437 -0.1399 -0.6747
H 4.789693 -3.249793 0.216910 0.5941 0.2774 0.1648
H 3.179127 -2.840368 0.144569 -0.5241 0.6507 0.1194
H 2.409711 -0.911720 1.497105 0.2490 -0.5441 0.4424
H 3.219849 -0.002073 0.308486 0.2214 0.1717 -0.0413
H 3.605126 0.309413 1.967331 0.4749 -0.4681 0.0866
C -3.692165 3.460137 -6.411748 0.5735 -0.5138 -0.4565
C -4.142351 3.763837 -5.022657 -0.4025 -0.2363 0.2982
C -3.148526 3.359946 -3.936428 0.1817 1.1634 0.2716
O -3.606200 3.613698 -2.622824 -0.1398 0.5944 -0.8877
C -4.211446 2.519563 -1.951166 -0.2357 -0.9115 0.2031
N -4.368207 5.286782 -4.968716 -0.7379 -0.6321 0.0009
H -4.822387 5.514219 -4.086366 0.0546 0.2805 0.2155
H -3.561964 5.883163 -5.140849 0.4447 -0.2070 0.1882
H -5.013245 5.518987 -5.722953 -0.3029 0.0926 -0.0246
H -4.391504 3.784843 -7.182178 0.0806 0.2821 0.0471
H -3.579228 2.389852 -6.586160 -0.0173 -0.0424 0.2479
H -2.699036 3.894116 -6.546343 -0.0367 0.0940 -0.3992
H -5.123482 3.338344 -4.805860 -0.0860 0.1252 0.0028
H -2.299698 4.033792 -4.096183 0.3763 -0.1046 0.1239
H -2.733681 2.363309 -4.093694 -0.3608 -0.2263 0.0493
H -5.147123 2.159054 -2.386905 0.0227 0.1423 -0.5787
H -4.498460 2.755329 -0.926996 0.4784 0.4251 -0.5326
H -3.499574 1.693720 -1.911424 0.0409 -0.0653 0.1113
C -2.194562 4.907744 0.186118 5.5221 7.6096 -5.0440
C -1.159395 5.155173 -0.921905 1.0879 0.9054 0.7403
C -0.436931 3.961869 -1.619133 -0.4629 0.5733 1.0798
O 0.343400 4.483411 -2.666742 -0.5928 -0.3838 -0.4560
C 0.946534 3.483014 -3.490690 0.1422 0.4985 -0.8685
N -1.782262 6.084561 -2.008695 -0.5751 -0.5770 -0.7606
H -2.783485 5.942008 -2.131232 -0.4390 -0.0118 1.2185
H -1.576614 7.062027 -1.825829 -0.1006 0.0918 0.1561
H -1.518967 5.895327 -2.975095 1.4562 -0.2160 0.1855
H -2.588809 5.860582 0.547293 0.0441 0.4087 -0.2945
H -1.735452 4.519969 1.095317 1.7483 0.8077 -0.8979
H -3.038833 4.292333 -0.118641 1.1127 4.1678 -5.8483
H -0.453847 5.837361 -0.447715 0.7154 -0.1473 -0.5393
H -1.203935 3.229003 -1.887623 -0.0255 -0.0507 -0.6411
H 0.218668 3.414749 -0.937060 -0.1257 0.2506 0.4719
H 0.224719 2.982901 -4.145888 -0.4751 -0.1704 0.2907
H 1.535546 2.718234 -2.984637 -0.0152 0.2816 0.4453
H 1.564121 4.036978 -4.196633 0.3469 -0.0747 0.2679
C -3.245937 -2.759196 1.257840 -0.6325 1.1846 0.7833
C -3.493886 -2.520329 2.752875 -0.5517 -0.3982 0.4634
C -3.664142 -3.866959 3.482987 0.1619 0.3927 0.6962
O -3.900713 -3.645172 4.867981 -0.1840 0.1506 -1.0625
C -4.109343 -4.812129 5.637751 0.2660 -0.7386 -0.6155
N -2.421618 -1.646080 3.345431 0.3572 -0.6865 0.1697
H -2.546059 -1.421503 4.332057 -0.5993 -0.1642 0.2086
H -1.523877 -2.131338 3.368279 1.1968 -0.1686 0.1266
H -2.351500 -0.743751 2.877775 -0.1285 0.0868 -0.2058
H -4.089216 -3.233329 0.756764 0.1117 -0.6545 0.4361
H -2.297308 -3.265397 1.088594 -0.3945 0.0214 -0.0778
H -3.251016 -1.753388 0.832184 0.0138 -0.6900 0.0304
H -4.358716 -1.876034 2.918348 -0.4168 -0.3723 -0.2128
H -2.830695 -4.562425 3.333045 0.6483 0.3603 0.1257
H -4.467820 -4.405930 2.971035 -0.5954 0.2487 0.2317
H -4.649860 -4.530037 6.536971 0.2885 -0.0783 0.0632
H -3.172443 -5.348908 5.809606 0.2847 0.4722 0.5849
H -4.665491 -5.588112 5.100819 -0.6366 0.3545 -0.1957
C -4.149356 -1.948408 -4.629439 -0.0034 0.8769 -1.2844
C -4.003671 -0.898445 -3.528752 0.1552 -2.7932 0.8596
C -4.747072 -1.486292 -2.295222 0.5163 0.8208 0.1631
O -4.489316 -0.693977 -1.166595 -0.5995 0.1774 -1.2590
C -5.466797 -0.834956 -0.149093 0.4495 0.4993 1.6766
N -2.525632 -0.782149 -3.159323 -1.0728 0.8143 0.9477
H -2.487654 -0.275580 -2.267624 0.2030 0.1368 0.4503
H -2.066727 -1.662308 -2.938770 0.0832 -0.2537 -0.4189
H -1.979573 -0.197442 -3.784032 0.2840 -0.3957 -0.3571
H -3.549431 -1.611595 -5.477886 -0.2124 -0.1485 -0.3015
H -5.188813 -2.023501 -4.949478 -0.0028 0.2861 -0.0673
H -3.862049 -2.986147 -4.461278 0.3117 0.2251 0.8334
H -4.324835 0.102995 -3.805270 -0.1280 -0.1103 0.0146
H -4.403728 -2.503029 -2.078645 0.1463 -0.2150 -0.3439
H -5.816593 -1.553797 -2.507070 -0.0437 0.1488 -0.1998
H -6.522471 -0.635847 -0.346551 0.1491 0.1694 -0.9980
H -5.131440 -0.077230 0.559622 -0.3096 -0.2418 0.6277
H -5.415192 -1.822952 0.312001 0.0038 0.0837 -0.0770
C -0.824638 -8.565733 1.346102 -0.4864 -0.1716 -0.1800
C -1.098401 -7.422811 0.341676 -0.3979 0.3029 1.3447
C -0.696240 -6.055564 0.836644 -0.1085 0.9646 1.1072
O -1.185622 -4.994151 0.031695 0.1683 -1.1646 -1.0502
C -0.285933 -3.906684 -0.047940 -0.2070 0.3832 -0.8110
N -0.420659 -7.763877 -0.977001 -1.2679 -1.0373 1.1159
H 0.402287 -8.340252 -0.818322 0.6588 0.5750 -0.0929
H -1.103769 -8.444219 -1.303431 0.1030 0.1500 -1.1718
H -0.312236 -6.949347 -1.573333 0.1391 -0.0468 -0.2940
H -1.480470 -9.428354 1.211620 -0.0099 0.0229 -0.5691
H -1.073769 -8.300297 2.373006 0.3770 0.5190 -0.0618
H 0.195982 -8.945969 1.290414 0.1352 0.2667 0.1866
H -2.165391 -7.360275 0.124577 0.0110 -0.1472 -0.2080
H 0.381364 -6.026179 1.024183 0.1747 0.2527 -0.2680
H -1.167136 -5.795866 1.788309 0.1874 -1.0552 0.4809
H -0.200596 -3.351886 0.888122 0.5575 -0.3566 0.1985
H -0.727557 -3.191658 -0.741693 0.0196 -0.0940 -0.0887
H 0.633548 -4.285775 -0.498162 0.4258 0.4473 0.4488
C 1.469205 3.231815 2.492994 -0.5030 0.0450 0.8153
C 2.339653 3.856692 3.590123 0.5519 -0.3848 -0.4598
C 3.203837 2.830490 4.336946 0.7106 0.2356 -0.0177
O 4.141666 3.554101 5.133194 0.2494 0.2074 0.1359
C 4.979621 2.673119 5.883646 0.4236 -0.3187 0.6483
N 3.289697 4.816087 2.897707 0.0122 0.5914 1.2206
H 3.649955 4.389617 2.047118 0.6005 0.2156 -0.4557
H 2.904695 5.745277 2.753100 -0.6597 -0.2343 -0.8176
H 4.017828 5.079932 3.564575 0.7381 -0.8919 0.0097
H 0.740699 3.948589 2.107046 0.3286 0.2464 -0.2542
H 0.810568 2.470575 2.915130 0.7284 -0.0901 -0.0472
H 2.046810 2.776355 1.690084 0.1620 0.1517 0.0455
H 1.834389 4.486703 4.321671 -0.2912 -0.2074 -0.0939
H 3.781357 2.204665 3.652501 -0.2542 -0.0493 -0.3189
H 2.602174 2.160342 4.953966 -0.2889 0.1515 -0.0085
H 5.635139 3.133129 6.625475 -0.7564 1.0961 0.0496
H 5.777167 2.171865 5.329571 -0.7154 -0.4242 -0.8550
H 4.338152 1.990796 6.441801 0.1736 -0.3620 -0.1766
As -0.427876 0.067015 0.197913 0.7711 1.3331 2.0486
F 0.843108 -0.921163 -0.516962 -1.3301 -0.1576 0.2562
F -1.656577 -1.178608 0.267233 1.3550 0.9842 -1.5302
F -1.648596 1.238281 0.917595 2.9088 -1.5530 -3.0799
F 0.734819 1.353607 0.208863 -0.4360 -0.1072 -0.0472
F -0.931171 0.552226 -1.443518 -0.3693 -0.2553 0.0923
F -0.060012 -0.403945 1.844799 -0.1494 0.1050 -1.8637
As 4.938020 2.933385 -0.265476 1.0053 0.5186 -0.5903
F 4.626906 4.639894 0.232393 -0.3899 -1.1343 -0.1517
F 6.641857 3.271546 -0.012952 -1.2452 -0.5357 0.0924
F 5.271336 1.259928 -0.708444 -0.3000 0.5082 0.4909
F 3.192672 2.673954 -0.509068 0.8952 0.2415 0.2215
F 5.114967 3.343074 -1.959620 -0.4762 0.0954 1.0556
F 4.715847 2.437224 1.440856 0.0376 0.5428 -0.9267
C 1.396352 -2.328982 4.259431 -1.9216 -2.6020 -3.7007
O 2.408244 -3.308174 4.464831 1.8055 0.2919 0.5612
O 0.208774 -2.875667 4.585808 -0.2069 1.8591 0.6153
C 1.679965 -0.834247 4.499108 -0.7243 -0.4222 2.8445
F 2.853250 -0.319647 4.130140 0.6505 -0.3388 -0.7254
F 0.727621 -0.099061 3.892854 0.2725 0.1298 0.4904
F 1.604600 -0.523411 5.818393 -0.2055 0.1518 0.2748
C 3.283479 -3.455984 3.337801 1.4199 0.2793 1.4610
C 4.557201 -4.263277 3.729579 -1.3164 -0.4572 0.1726
H 5.299687 -4.312393 2.932826 -0.0830 0.2787 -0.0990
H 5.011478 -3.883683 4.643242 -0.0193 0.2316 -0.1194
H 4.254504 -5.290944 3.940432 0.1012 -0.0993 0.0928
H 3.675952 -2.480984 3.053705 -0.4227 0.0031 -0.4230
H 2.757682 -3.960456 2.522569 -0.1477 0.1109 -0.2531
H 1.388674 -2.313481 3.148886 0.2205 0.7013 -0.7109
C 5.770357 0.070189 -5.141826 2.8470 -1.2792 2.2646
O 4.728629 0.004104 -4.165839 -2.4981 0.9609 0.0234
O 6.918040 -0.152758 -4.426029 -2.0922 -0.1650 -1.5694
C 5.394696 -1.035229 -6.179073 0.9116 0.3117 -0.4160
F 6.479467 -1.431960 -6.813537 0.7335 -0.2108 -0.6147
F 4.830323 -2.171024 -5.716751 -0.5123 0.1396 0.4125
F 4.560921 -0.543304 -7.153652 -0.3787 -0.1170 0.3285
C 3.519344 0.767996 -4.402197 0.5653 -0.8939 0.5147
C 2.362786 -0.029059 -3.824616 -0.3834 0.2868 -0.5789
H 1.426825 0.489016 -4.062031 -0.1355 0.3520 0.4450
H 2.242808 -0.942129 -4.410523 0.4082 -0.3579 0.3662
H 2.456879 -0.202724 -2.755172 -0.1913 -0.1154 -0.0755
H 3.253537 0.901890 -5.452402 0.6317 0.1406 -0.2169
H 3.655404 1.731582 -3.906835 -0.1677 0.1805 -0.0785
H 5.775261 1.001823 -5.719203 -0.3147 0.4136 0.0219
C -3.443306 1.866373 2.524042 -1.0059 -3.3852 1.7490
O -2.721110 2.352710 3.708149 -0.5949 -0.0550 -0.5197
O -4.417571 1.008391 2.961016 0.6298 1.2672 -1.0751
C -3.977564 3.012536 1.651952 -2.5938 -1.7060 3.2062
F -4.871761 2.508411 0.777103 -0.5325 -0.2437 -0.1597
F -4.666359 3.928554 2.370594 0.8574 0.2437 -0.7884
F -3.081883 3.648977 0.829969 -7.4732 -12.1278 10.2276
C -1.373107 2.620156 3.529218 0.5829 0.2289 -0.3502
C -0.694901 2.910160 4.842205 -0.6536 0.2714 1.3099
H -0.547036 2.021370 5.458205 0.1658 -0.2904 -0.3898
H 0.259776 3.429952 4.759118 -0.3331 -0.1124 -0.0204
H -1.364213 3.495372 5.477025 0.0651 0.3953 -0.1923
H -1.303462 3.483923 2.854849 0.4621 0.2194 -0.0669
H -0.792209 1.807261 3.075198 -0.6331 -0.2077 -0.2632
H -2.792456 1.267818 1.869680 -0.8270 1.2439 1.2979
```
Forces are in eV/Å.

Calculated values
Net charge: +2
Kohn-Sham gap, eV: 2.995
HOMO, eV: -9.11
E_LUMO, eV: -6.11
Molar mass, g/mol: 1438.094
Electronic energy, hartree: -9514.422639

Löwdin population analysis, charges in e, atoms 1 to 2: number 1, C, carries -0.034; number 2, C, carries -0.265